No. 1
{
  "formula": "C41H48IN7O6PbSSi",
  "method": "the ωB97M-V functional and the def2-TZVPD basis",
  "elements": ["Pb", "N", "N", "C", "N", "S", "H", "H", "H", "H", "H", "C", "C", "C", "C", "C", "C", "C", "C", "C", "C", "N", "C", "C", "C", "C", "C", "N", "H", "H", "H", "H", "H", "H", "H", "H", "H", "H", "H", "H", "H", "H", "H", "H", "H", "O", "C", "O", "C", "C", "C", "N", "C", "C", "C", "O", "O", "H", "H", "H", "N", "C", "O", "C", "I", "H", "H", "H", "H", "C", "C", "C", "C", "Si", "O", "C", "C", "C", "C", "C", "C", "C", "C", "C", "C", "C", "C", "H", "H", "H", "H", "H", "H", "H", "H", "H", "H", "H", "H", "H", "H", "H", "H", "H", "H", "H"],
  "xyz": [[-0.026, -0.079, 0.140], [-0.363, -0.645, -2.662], [-0.565, 0.549, -3.337], [-0.141, 1.696, -2.805], [-0.519, 2.816, -3.420], [0.870, 1.843, -1.441], [0.073, -1.317, -3.279], [-1.264, -0.992, -2.338], [-1.330, 0.587, -3.994], [-1.210, 2.791, -4.153], [-0.376, 3.689, -2.937], [2.766, -4.158, 2.118], [2.969, -2.645, 2.022], [3.758, -2.219, 0.808], [5.148, -2.300, 0.836], [5.916, -1.881, -0.240], [5.296, -1.365, -1.368], [3.908, -1.275, -1.444], [3.250, -0.808, -2.718], [2.954, -1.969, -3.673], [3.154, -1.715, -0.353], [1.713, -1.727, -0.466], [1.191, -2.874, -0.748], [-0.206, -3.097, -0.710], [-0.973, -4.227, -0.993], [-2.291, -3.887, -0.661], [-2.262, -2.571, -0.187], [-1.002, -2.102, -0.219], [2.261, -4.422, 3.050], [3.723, -4.684, 2.091], [2.159, -4.537, 1.291], [3.501, -2.298, 2.909], [2.010, -2.137, 2.034], [5.631, -2.684, 1.732], [6.998, -1.944, -0.195], [5.890, -1.030, -2.213], [3.902, -0.082, -3.207], [2.326, -0.287, -2.481], [3.865, -2.519, -3.920], [2.515, -1.611, -4.609], [2.257, -2.683, -3.221], [1.843, -3.703, -1.018], [-0.606, -5.170, -1.376], [-3.166, -4.516, -0.726], [-3.073, -1.963, 0.192], [-0.611, -2.666, 6.880], [-0.208, -1.526, 6.573], [0.284, -0.571, 7.201], [-0.365, -1.222, 5.034], [-0.484, -2.263, 4.124], [-0.544, -1.969, 2.779], [-0.522, -0.703, 2.319], [-0.431, 0.310, 3.204], [-0.354, 0.087, 4.563], [-0.297, 1.704, 2.641], [-0.395, 2.686, 3.367], [0.075, 1.771, 1.380], [-0.523, -3.282, 4.488], [-0.633, -2.750, 2.030], [-0.254, 0.918, 5.247], [2.594, 2.506, 2.322], [2.981, 1.371, 1.720], [2.243, 0.388, 1.557], [4.430, 1.317, 1.284], [4.806, 2.633, -0.350], [1.611, 2.686, 2.470], [3.221, 3.291, 2.353], [4.672, 0.321, 0.944], [5.099, 1.626, 2.083], [-5.933, 2.040, -0.660], [-4.728, 1.448, 0.081], [-4.389, 2.321, 1.303], [-5.082, 0.040, 0.588], [-3.215, 1.419, -1.045], [-1.998, 0.571, -0.366], [-3.623, 0.589, -2.720], [-3.612, 1.230, -3.970], [-3.764, 0.525, -5.162], [-3.939, -0.856, -5.141], [-3.978, -1.516, -3.919], [-3.824, -0.799, -2.735], [-2.748, 3.211, -1.408], [-3.480, 4.043, -2.270], [-3.103, 5.360, -2.511], [-1.980, 5.887, -1.881], [-1.263, 5.098, -0.990], [-1.648, 3.781, -0.753], [-6.825, 2.001, -0.020], [-6.164, 1.489, -1.579], [-5.770, 3.091, -0.921], [-5.238, 2.343, 2.000], [-4.165, 3.353, 1.020], [-3.523, 1.932, 1.853], [-5.937, 0.091, 1.277], [-4.244, -0.394, 1.145], [-5.365, -0.641, -0.226], [-3.468, 2.305, -4.023], [-3.753, 1.054, -6.109], [-4.055, -1.408, -6.067], [-4.126, -2.590, -3.883], [-3.839, -1.347, -1.798], [-4.379, 3.674, -2.751], [-3.691, 5.978, -3.179], [-1.685, 6.916, -2.063], [-0.404, 5.509, -0.467], [-1.085, 3.193, -0.036]],
  "lowdin_charge": [1.32, 0.04, -0.02, -0.75, 0.16, 0.80, 0.11, 0.07, 0.12, 0.12, 0.09, -0.07, -0.19, -0.18, -0.04, -0.07, -0.05, -0.18, -0.20, -0.08, -0.18, 0.04, -0.09, -0.35, -0.02, -0.06, -0.15, -0.09, 0.08, 0.08, 0.06, 0.12, 0.07, 0.12, 0.11, 0.12, 0.11, 0.04, 0.08, 0.07, 0.06, 0.15, 0.11, 0.10, 0.10, -0.04, -0.67, -0.03, -0.06, 0.02, -0.10, 0.02, -0.16, 0.08, -0.56, 0.08, -0.24, 0.12, 0.11, 0.14, 0.21, -0.60, -0.05, -0.52, 0.82, 0.08, 0.11, 0.02, 0.06, -0.09, -0.60, -0.08, -0.09, 0.49, -0.40, -0.20, -0.13, -0.09, -0.08, -0.07, -0.10, -0.22, -0.12, -0.08, -0.09, -0.08, -0.13, 0.09, 0.08, 0.07, 0.09, 0.08, 0.08, 0.09, 0.07, 0.07, 0.08, 0.11, 0.10, 0.11, 0.07, 0.10, 0.10, 0.10, 0.11, 0.06],
  "e_homo_ha": -0.27328,
  "mol_weight_g_mol": 1129.1,
  "total_charge": 0,
  "gap_ev": 5.1,
  "lumo_ev": -2.331
}



No. 2
{
  "formula": "C33H58CsO6P2S2",
  "method": "the ωB97M-V functional and the def2-TZVPD basis",
  "elements": ["Cs", "O", "S", "O", "O", "C", "C", "C", "C", "C", "C", "S", "O", "O", "O", "H", "H", "H", "H", "C", "C", "C", "P", "C", "C", "C", "C", "C", "C", "H", "H", "H", "H", "H", "H", "H", "H", "H", "H", "H", "H", "H", "H", "H", "H", "H", "H", "H", "H", "H", "C", "C", "C", "C", "C", "C", "P", "C", "C", "C", "C", "C", "C", "C", "C", "C", "C", "C", "C", "H", "H", "H", "H", "H", "H", "H", "H", "H", "H", "H", "H", "H", "H", "H", "H", "H", "H", "H", "H", "H", "H", "H", "H", "H", "H", "H", "H", "H", "H", "H", "H", "H"],
  "xyz": [[-0.015, -1.990, -1.265], [3.231, -5.254, -1.153], [1.912, -4.664, -1.228], [1.601, -3.772, -0.106], [1.617, -4.007, -2.501], [0.734, -6.083, -1.079], [1.413, -7.296, -1.088], [0.773, -8.526, -1.014], [-0.608, -8.554, -0.935], [-1.304, -7.352, -0.925], [-0.679, -6.111, -0.991], [-1.916, -4.737, -0.921], [-1.612, -3.976, 0.295], [-3.207, -5.388, -0.927], [-1.655, -3.894, -2.092], [2.492, -7.264, -1.156], [1.364, -9.433, -1.024], [-1.157, -9.486, -0.882], [-2.383, -7.367, -0.864], [0.658, -2.067, 5.043], [0.085, -2.453, 3.677], [0.753, -3.722, 3.124], [0.028, -1.181, 2.316], [1.460, 0.010, 2.503], [2.751, -0.811, 2.342], [1.548, 0.980, 3.677], [-1.503, -0.182, 2.687], [-1.801, 0.226, 4.129], [-2.699, -0.972, 2.134], [0.500, -2.885, 5.753], [0.200, -1.169, 5.454], [1.738, -1.900, 4.979], [-0.980, -2.686, 3.806], [1.812, -3.559, 2.908], [0.278, -4.025, 2.187], [0.679, -4.538, 3.850], [1.341, 0.612, 1.592], [2.983, -1.363, 3.257], [3.602, -0.157, 2.128], [2.650, -1.542, 1.533], [1.603, 0.452, 4.633], [0.691, 1.656, 3.711], [2.454, 1.594, 3.589], [-1.371, 0.724, 2.081], [-1.981, -0.659, 4.744], [-2.706, 0.841, 4.173], [-0.984, 0.789, 4.580], [-2.864, -1.882, 2.720], [-2.588, -1.302, 1.101], [-3.612, -0.368, 2.206], [1.849, 5.061, 1.081], [0.362, 4.783, 1.365], [-0.091, 3.436, 0.773], [0.657, 3.135, -0.532], [2.160, 2.933, -0.218], [2.614, 3.742, 1.009], [-0.045, 1.603, -1.326], [-1.861, 2.013, -1.606], [-2.294, 3.478, -1.845], [-3.732, 3.729, -1.363], [-4.625, 2.543, -1.716], [-4.193, 1.290, -0.926], [-2.716, 1.360, -0.507], [0.566, 1.650, -3.095], [0.513, 3.001, -3.854], [1.903, 3.549, -4.167], [2.704, 2.582, -5.052], [2.428, 1.110, -4.680], [1.947, 0.984, -3.236], [2.265, 5.716, 1.849], [1.960, 5.590, 0.129], [-0.249, 5.594, 0.958], [0.187, 4.774, 2.444], [-1.170, 3.455, 0.614], [0.098, 2.622, 1.482], [0.547, 3.996, -1.196], [2.749, 3.232, -1.086], [2.374, 1.873, -0.049], [3.691, 3.912, 0.966], [2.425, 3.173, 1.928], [-2.077, 1.451, -2.522], [-2.236, 3.696, -2.913], [-1.623, 4.180, -1.348], [-4.109, 4.653, -1.807], [-3.746, 3.879, -0.278], [-4.543, 2.356, -2.792], [-5.675, 2.772, -1.525], [-4.358, 0.395, -1.530], [-4.812, 1.176, -0.032], [-2.345, 0.358, -0.295], [-2.618, 1.918, 0.428], [-0.150, 0.978, -3.580], [-0.053, 3.743, -3.291], [-0.025, 2.858, -4.798], [2.440, 3.716, -3.231], [1.823, 4.527, -4.647], [3.770, 2.803, -4.951], [2.454, 2.747, -6.103], [3.319, 0.501, -4.842], [1.653, 0.697, -5.333], [2.676, 1.441, -2.560], [1.887, -0.067, -2.952]],
  "lowdin_charge": [1.16, -0.34, 0.39, -0.57, -0.47, -0.18, -0.08, -0.09, -0.09, -0.08, -0.18, 0.40, -0.45, -0.34, -0.58, 0.10, 0.09, 0.09, 0.09, -0.12, -0.53, -0.12, 1.06, -0.55, -0.11, -0.12, -0.56, -0.12, -0.14, 0.07, 0.05, 0.06, 0.10, 0.07, 0.05, 0.08, 0.06, 0.06, 0.07, 0.07, 0.06, 0.05, 0.07, 0.07, 0.07, 0.07, 0.05, 0.08, 0.05, 0.08, -0.20, -0.18, -0.21, -0.45, -0.21, -0.19, 1.06, -0.43, -0.20, -0.20, -0.20, -0.18, -0.24, -0.44, -0.19, -0.20, -0.19, -0.18, -0.22, 0.10, 0.11, 0.10, 0.11, 0.08, 0.09, 0.10, 0.09, 0.09, 0.11, 0.09, 0.11, 0.10, 0.09, 0.11, 0.11, 0.11, 0.10, 0.11, 0.11, 0.07, 0.10, 0.10, 0.08, 0.12, 0.09, 0.11, 0.10, 0.10, 0.11, 0.11, 0.10, 0.08],
  "e_homo_ha": -0.20927,
  "mol_weight_g_mol": 809.8,
  "total_charge": -1,
  "gap_ev": 7.5,
  "lumo_ev": 1.823
}



No. 3
{
  "formula": "C7H9Cl",
  "method": "the ωB97M-V functional and the def2-TZVPD basis",
  "elements": ["C", "C", "C", "C", "C", "C", "C", "Cl", "H", "H", "H", "H", "H", "H", "H", "H", "H"],
  "xyz": [[1.646, 1.963, 0.114], [0.629, 1.051, 0.103], [-0.693, 1.551, -0.483], [-1.428, 0.106, -0.695], [-2.520, -0.690, 0.106], [-1.120, -0.345, 0.704], [0.439, -0.362, 0.671], [1.398, -1.543, -0.266], [2.604, 1.631, 0.646], [1.262, 2.884, -0.311], [-0.849, 2.341, -1.424], [-1.104, 2.220, 0.407], [-1.093, -0.763, -1.478], [-3.375, -0.220, 0.742], [-2.657, -1.803, -0.158], [-1.256, 0.555, 1.379], [0.991, -0.264, 1.603]],
  "lowdin_charge": [0.05, -0.38, -0.14, -0.23, -0.04, -0.31, -0.63, 0.60, 0.10, 0.06, 0.15, 0.14, 0.17, 0.12, 0.11, 0.13, 0.09],
  "e_homo_ha": -0.33527,
  "mol_weight_g_mol": 128.6,
  "total_charge": 0,
  "gap_ev": 9.9,
  "lumo_ev": 0.768
}



No. 4
{
  "formula": "C4H7N3O",
  "method": "the ωB97M-V functional and the def2-TZVPD basis",
  "elements": ["C", "N", "C", "C", "N", "C", "N", "O", "H", "H", "H", "H", "H", "H", "H"],
  "xyz": [[-2.138, -0.723, 0.331], [-1.846, 0.160, -0.741], [-0.446, 0.520, -0.456], [0.341, 1.600, -0.069], [1.695, 1.251, 0.030], [1.674, -0.064, -0.299], [2.798, -0.789, -0.155], [0.403, -0.580, -0.604], [-3.080, -1.314, 0.182], [-2.143, 0.026, 1.273], [-1.304, -1.497, 0.492], [-2.275, 1.184, -0.604], [-0.273, 2.490, 0.397], [2.873, -1.834, 0.125], [3.721, -0.428, 0.099]],
  "lowdin_charge": [-0.18, -0.07, -0.35, -0.12, 0.09, -0.42, 0.12, 0.06, 0.08, 0.13, 0.10, 0.17, 0.14, 0.15, 0.11],
  "e_homo_ha": -0.28064,
  "mol_weight_g_mol": 113.1,
  "total_charge": 0,
  "gap_ev": 8.5,
  "lumo_ev": 0.828
}